Density functional theory data (ωB97M-V with the def2-TZVPD basis set) for an isolated ion of composition C9H11BrNS and charge +1 at a distorted geometry.

Each line ends with the Mulliken charge.
Cartesian coordinates (Å):
1 H -2.634 3.015 -2.633  0.50
2 H -1.159 4.021 -1.137  0.34
3 C 2.135 -2.350 0.829  -0.68
4 C -1.306 2.927 -1.049  -0.58
5 H -0.202 2.655 0.694  0.51
6 C -0.743 2.179 0.007  -0.53
7 H 4.087 -0.923 0.789  0.18
8 C -0.774 0.826 -0.008  1.31
9 H 2.218 -2.948 -0.107  0.38
10 H 2.897 -2.832 1.308  0.53
11 C 0.820 -2.160 1.605  -0.76
12 C -1.386 0.238 -1.169  -0.54
13 H -2.649 0.555 -3.009  0.29
14 H -0.304 -1.683 -0.028  0.27
15 C -0.119 0.003 0.981  0.19
16 H -1.234 -0.806 -1.231  0.31
17 C -2.184 0.984 -2.048  -0.74
18 Br 0.495 0.838 2.552  0.02
19 H 0.939 -1.807 2.702  0.30
20 N -0.082 -1.279 0.854  -0.09
21 S 2.832 -0.724 0.335  -0.18
22 H 0.494 -3.114 1.755  0.30
23 C -2.142 2.383 -1.992  -0.36

Cartesian forces (eV/Å) of the 3 atoms listed first:
-1.148 1.075 -1.664
0.051 -0.776 0.612
-0.239 1.810 -2.214

* charge: +1
* SMILES: SCC/[NH+]=C(\Br)c1ccccc1
* orbital gap: 7.7 eV
* calculated total energy: -91870.9511 eV
* E_HOMO: -12.7 eV
* lowest unoccupied orbital energy: -4.96 eV